Record 1
Density functional theory data (ωB97M-V with the def2-TZVPD basis set) for a molecular structure, C23H31N11O5W.

```
71
Properties=species:S:1:pos:R:3:forces:R:3
W 0.441 0.241 0.342 -0.094 0.034 0.431
C 4.203 0.363 2.120 0.002 -0.001 0.001
O 4.494 1.496 1.294 0.016 -0.022 -0.037
C 4.199 1.463 -0.021 -0.043 -0.045 0.100
C 5.135 1.844 -0.910 0.012 0.046 -0.078
C 4.833 1.942 -2.305 0.023 0.003 0.074
C 3.586 1.688 -2.794 -0.044 0.003 -0.050
C 2.543 1.310 -1.924 0.055 -0.004 0.103
C 1.280 1.035 -2.418 -0.064 -0.021 -0.074
N 0.266 0.623 -1.635 0.121 0.081 -0.287
N -0.934 0.467 -2.283 -0.199 -0.035 -0.014
C -1.794 -0.080 -1.470 0.265 0.114 -0.032
O -1.413 -0.387 -0.249 0.154 -0.002 0.148
C -3.169 -0.368 -1.884 -0.046 -0.020 -0.070
C -4.014 -1.085 -1.039 0.004 0.002 0.030
C -5.311 -1.364 -1.435 -0.016 -0.005 -0.004
C -5.770 -0.923 -2.670 0.003 0.000 -0.008
C -4.929 -0.206 -3.513 -0.009 -0.014 0.016
C -3.630 0.069 -3.126 0.010 -0.011 0.027
C 2.778 1.193 -0.436 0.022 0.036 -0.089
O 2.312 -0.114 -0.023 -0.113 -0.125 -0.032
H 4.824 0.476 3.004 0.004 0.015 0.000
H 4.461 -0.564 1.608 0.004 0.002 -0.005
H 3.154 0.345 2.423 -0.010 0.011 0.005
H 6.127 2.083 -0.553 -0.006 -0.001 0.013
H 5.627 2.218 -2.985 -0.004 0.000 -0.004
H 3.385 1.756 -3.855 0.009 0.001 0.002
H 1.056 1.137 -3.472 -0.007 0.005 0.001
H -3.641 -1.431 -0.083 0.010 0.005 -0.016
H -5.969 -1.933 -0.792 -0.001 0.001 -0.004
H -6.783 -1.143 -2.978 0.000 0.006 -0.001
H -5.288 0.134 -4.475 -0.003 -0.002 0.001
H -2.964 0.618 -3.778 -0.001 0.000 -0.005
N 0.696 -1.973 0.397 -0.041 -0.013 0.124
C 1.127 -2.391 1.754 -0.056 0.019 -0.041
C 0.692 -3.811 2.128 -0.003 -0.020 0.012
C -0.814 -4.110 2.220 0.008 0.068 0.010
C -1.513 -3.779 3.545 0.017 -0.062 -0.063
N -1.880 -2.373 3.714 0.040 -0.041 0.023
C -2.945 -1.773 3.210 -0.005 0.076 0.033
N -3.960 -2.478 2.699 -0.011 -0.029 0.016
N -2.994 -0.439 3.208 -0.007 -0.032 -0.061
C 0.650 -1.354 2.763 0.039 -0.258 0.070
O 0.785 -1.529 3.946 -0.058 0.073 -0.004
O 0.054 -0.281 2.250 0.064 0.090 -0.193
H -0.216 -2.365 0.173 -0.009 -0.070 -0.031
H 1.355 -2.296 -0.305 0.048 0.053 -0.019
H 2.217 -2.348 1.774 0.003 0.000 -0.024
H 1.173 -4.057 3.075 -0.009 -0.014 -0.001
H 1.124 -4.479 1.379 0.020 -0.002 0.025
H -0.922 -5.187 2.077 -0.030 0.004 -0.005
H -1.379 -3.651 1.399 0.011 -0.020 -0.016
H -0.869 -4.032 4.386 -0.003 0.011 0.017
H -2.401 -4.402 3.651 0.004 0.018 0.021
H -1.212 -1.791 4.204 0.010 0.016 -0.003
H -4.083 -3.446 2.945 0.000 0.013 -0.012
H -4.759 -2.003 2.315 -0.008 0.004 0.001
H -2.140 0.101 3.249 0.002 0.004 0.020
H -3.843 0.046 2.972 0.001 0.007 0.004
N -3.053 3.590 2.861 -0.128 0.011 0.185
N -2.230 3.149 1.853 0.155 -0.020 -0.145
N -2.207 3.689 0.655 -0.051 -0.046 -0.017
C -1.372 2.890 0.016 0.062 0.060 0.047
N -0.905 1.936 0.838 -0.035 0.018 -0.085
N -1.486 2.102 2.008 -0.034 -0.021 0.020
H -3.582 4.376 2.499 -0.015 0.008 -0.026
H -2.491 3.877 3.656 0.024 0.032 -0.005
H -1.097 3.001 -1.019 0.006 0.000 0.001
C 1.719 1.990 0.322 -0.067 -0.008 -0.050
H 2.063 2.175 1.343 0.000 0.001 0.013
H 1.390 2.917 -0.142 0.002 0.015 0.017
```
Forces are in eV/Å.

Its energy relative to the best compared isomer or geometry (same formula, charge and spin) is 0.0 kJ/mol. The multiplicity is 1. The calculation puts the orbital gap (spin up / spin down) at 0.2274 / 0.2387 Eh. The LUMO energy (spin up / spin down) is -6.76 / -6.17 eV. Its net charge is +2. For the highest occupied orbital energy (spin up / spin down), the calculation gives -13.0 / -12.7 eV. Its maximum force is 0.44 eV/A.

Results of the Mulliken charge analysis, in e, for atoms 1 through 5: 1.20, -0.59, -0.47, -0.68, -0.49

---

Record 2
Density functional theory data (ωB97M-V with the def2-TZVPD basis set) for a gas-phase ion, C23H31N2O3 (charge +1).

```
59
Properties=species:S:1:pos:R:3:forces:R:3
O -3.061 -0.269 -1.879 0.029 -0.028 -0.065
C -3.785 0.169 -0.803 -0.210 0.047 0.215
C -5.136 -0.136 -0.690 0.021 0.018 0.004
C -5.874 0.279 0.402 0.030 -0.030 -0.067
C -5.263 1.022 1.397 0.011 -0.001 0.127
C -3.926 1.346 1.284 -0.145 -0.128 -0.118
C -3.164 0.930 0.195 -0.171 -0.109 -0.168
N -1.809 1.329 0.157 0.147 -0.005 -0.053
C -1.119 1.435 -1.105 0.160 0.266 -0.071
C 0.030 2.429 -0.933 -0.622 -0.014 -0.607
N 0.950 1.949 0.120 0.168 -0.376 -0.120
C 2.183 2.758 0.229 0.791 0.322 -0.090
C 3.279 2.281 -0.759 -0.605 -0.430 0.008
O 4.439 3.038 -0.583 0.186 0.125 0.160
C 3.668 0.821 -0.471 0.444 0.304 -0.128
O 2.516 0.015 -0.628 0.009 0.109 -0.005
C 2.628 -1.377 -0.271 -0.046 -0.276 0.190
C 3.019 -1.571 1.194 0.116 -0.108 -0.295
C 2.667 -2.985 1.640 -0.164 0.167 0.146
C 1.153 -3.157 1.626 0.203 -0.078 0.043
C 0.574 -2.777 0.293 0.019 0.041 -0.035
C -0.683 -3.249 -0.071 -0.051 0.041 -0.072
C -1.236 -2.945 -1.299 0.001 -0.061 0.083
C -0.528 -2.164 -2.198 0.144 0.050 -0.053
C 0.718 -1.682 -1.845 -0.036 -0.115 -0.072
C 1.273 -1.970 -0.601 0.064 0.029 0.019
C 0.211 1.798 1.391 -0.481 -0.367 0.602
C -0.934 0.807 1.179 0.131 0.150 0.110
H -3.645 -0.767 -2.465 0.047 0.070 0.081
H -5.605 -0.722 -1.469 -0.052 -0.057 -0.086
H -6.919 0.024 0.471 -0.111 -0.024 -0.001
H -5.828 1.356 2.252 -0.057 0.041 0.087
H -3.452 1.944 2.047 0.070 0.115 0.053
H -1.807 1.815 -1.859 0.148 0.000 -0.033
H -0.720 0.469 -1.453 -0.069 0.141 -0.010
H 0.579 2.531 -1.870 0.116 -0.003 0.075
H -0.363 3.403 -0.632 0.136 -0.041 0.039
H 1.298 0.987 -0.163 -0.179 0.326 0.125
H 2.592 2.666 1.238 -0.121 -0.044 -0.037
H 1.951 3.812 0.055 -0.093 -0.105 0.033
H 2.905 2.348 -1.791 0.029 -0.041 0.094
H 4.362 3.904 -0.999 -0.029 -0.092 -0.017
H 4.071 0.764 0.546 -0.032 -0.009 -0.014
H 4.456 0.514 -1.168 -0.058 0.016 0.047
H 3.392 -1.832 -0.919 -0.038 0.135 0.048
H 4.088 -1.395 1.324 -0.025 0.094 0.038
H 2.472 -0.854 1.814 -0.019 0.090 0.020
H 3.127 -3.705 0.961 0.058 -0.088 0.012
H 3.056 -3.166 2.641 0.056 -0.051 -0.048
H 0.705 -2.534 2.407 0.017 -0.039 0.052
H 0.890 -4.192 1.852 -0.057 0.030 0.040
H -1.226 -3.872 0.624 -0.071 -0.091 0.079
H -2.209 -3.330 -1.561 -0.115 -0.043 -0.023
H -0.939 -1.935 -3.168 -0.047 0.028 -0.108
H 1.281 -1.077 -2.541 0.035 0.062 -0.101
H 0.891 1.436 2.164 0.110 0.036 -0.127
H -0.187 2.772 1.687 0.105 -0.010 -0.066
H -1.490 0.686 2.108 0.127 0.007 -0.007
H -0.517 -0.176 0.894 -0.027 -0.001 0.066
```
Forces are in eV/Å.

Its energy relative to the best compared isomer or geometry (same formula, charge and spin) is 102.8 kJ/mol. The multiplicity is 1. Its SMILES is Oc1ccccc1N1CC[NH+](C[C@@H](O)CO[C@H]2CCCc3ccccc32)CC1. The calculation puts the orbital gap at 0.3159 Eh. The LUMO energy is -2.09 eV. Its net charge is +1. For the highest occupied orbital energy, the calculation gives -10.7 eV. Its maximum force is 0.87 eV/A.

Results of the natural (NBO) charge analysis, in e, for atoms 1 through 5: -0.70, 0.33, -0.28, -0.19, -0.22

---

Record 3
Density functional theory data (ωB97M-V with the def2-TZVPD basis set) for a single C23H31N3O2 molecule.

```
59
Properties=species:S:1:pos:R:3:forces:R:3
C -6.975 -3.243 0.685 -0.101 0.075 -0.217
C -7.471 -2.165 -0.271 0.086 0.105 0.205
C -6.933 -0.773 0.059 0.258 -0.029 -0.204
C -5.428 -0.647 -0.155 -0.244 -0.205 0.031
O -5.087 0.710 0.037 -0.040 0.143 0.038
C -3.785 1.087 -0.090 0.188 0.190 0.018
C -2.733 0.237 -0.413 -0.327 -0.109 0.026
C -1.447 0.737 -0.516 0.112 0.284 0.040
C -1.182 2.085 -0.301 -0.359 -0.080 0.036
N 0.138 2.526 -0.425 0.204 -0.310 -0.150
C 0.670 3.745 -0.170 0.347 -0.198 -0.099
O 0.065 4.732 0.185 -0.128 0.284 0.075
C 2.180 3.760 -0.427 0.004 0.060 0.041
N 2.763 2.445 -0.240 0.161 0.158 -0.051
C 2.881 2.104 1.169 -0.064 -0.293 0.174
C 3.332 0.654 1.303 -0.070 0.273 0.106
N 4.621 0.498 0.661 0.015 0.044 0.014
C 5.256 -0.790 0.908 0.013 0.052 0.013
C 4.508 -1.975 0.346 0.050 -0.003 0.026
C 4.756 -2.420 -0.947 0.007 -0.007 0.073
C 4.025 -3.463 -1.488 0.002 -0.036 -0.115
C 3.032 -4.076 -0.743 -0.044 -0.061 -0.035
C 2.782 -3.646 0.549 -0.099 -0.052 0.052
C 3.515 -2.604 1.089 0.064 0.001 -0.026
C 4.515 0.841 -0.743 0.029 0.288 -0.085
C 4.059 2.291 -0.876 0.102 -0.257 -0.211
C -2.236 2.937 0.022 0.045 0.086 0.009
C -3.516 2.440 0.126 -0.142 -0.361 -0.045
H -7.204 -2.974 1.714 0.005 -0.009 0.147
H -5.900 -3.382 0.597 0.127 -0.073 0.057
H -7.457 -4.193 0.464 0.016 -0.126 0.046
H -8.561 -2.129 -0.226 0.002 -0.009 -0.100
H -7.191 -2.427 -1.294 -0.085 0.001 -0.073
H -7.421 -0.033 -0.577 0.002 0.054 0.035
H -7.162 -0.521 1.096 -0.036 0.056 0.040
H -5.167 -0.964 -1.175 0.027 0.005 0.089
H -4.881 -1.276 0.561 0.018 0.041 -0.102
H -2.897 -0.815 -0.588 -0.046 -0.080 -0.008
H -0.636 0.067 -0.767 0.085 -0.071 -0.027
H 0.828 1.823 -0.673 -0.025 0.187 0.065
H 2.633 4.533 0.213 -0.114 -0.062 -0.045
H 2.322 4.066 -1.469 0.012 0.010 0.059
H 1.909 2.237 1.650 0.025 -0.003 0.017
H 3.613 2.756 1.673 -0.067 -0.002 -0.022
H 3.433 0.402 2.361 -0.042 -0.037 0.007
H 2.564 -0.003 0.856 0.020 0.037 0.083
H 5.358 -0.893 1.993 0.062 -0.040 -0.055
H 6.258 -0.741 0.472 -0.016 -0.056 0.074
H 5.535 -1.951 -1.532 0.086 0.059 -0.054
H 4.232 -3.799 -2.494 0.014 -0.031 -0.074
H 2.461 -4.889 -1.165 -0.039 -0.064 -0.029
H 2.014 -4.125 1.139 -0.055 -0.043 0.043
H 3.321 -2.280 2.102 -0.013 0.044 0.107
H 5.497 0.727 -1.206 -0.008 -0.031 -0.041
H 3.796 0.192 -1.273 0.083 0.054 -0.011
H 3.965 2.547 -1.934 0.019 0.018 0.037
H 4.815 2.950 -0.418 -0.032 -0.007 -0.045
H -2.040 3.982 0.193 0.002 0.043 0.004
H -4.340 3.090 0.375 -0.098 0.094 0.034
```
Forces are in eV/Å.

Its energy relative to the best compared isomer or geometry (same formula, charge and spin) is 137.6 kJ/mol. The multiplicity is 1. Its SMILES is CCCCOc1ccc(NC(=O)CN2CCN(Cc3ccccc3)CC2)cc1. The calculation puts the orbital gap at 0.3089 Eh. The LUMO energy is 0.65 eV. For the highest occupied orbital energy, the calculation gives -7.8 eV. Its maximum force is 0.41 eV/A.

Results of the natural (NBO) charge analysis, in e, for atoms 1 through 5: -0.61, -0.39, -0.41, -0.06, -0.50

---

Values for E, eV, ordered as above
-52795.1335 -33471.1878 -32919.8680